{"formula": "C33H34CrN2O3P", "method": "wB97M-V/def2-TZVPD", "spin_multiplicity": 5, "homo_energy_ev": [-2.25, -3.99], "charge": -1, "orbital_gap_ev": [4.997, 6.728], "de_lowest_ev": 1.417, "e_tot_ha": -2998.99433, "species": ["Cr", "C", "C", "C", "C", "C", "O", "C", "N", "C", "C", "C", "C", "C", "C", "P", "C", "C", "C", "C", "C", "C", "C", "C", "C", "C", "C", "C", "H", "H", "H", "H", "H", "H", "H", "H", "H", "H", "H", "H", "H", "H", "H", "H", "H", "H", "H", "H", "H", "H", "H", "H", "O", "C", "O", "H", "C", "C", "C", "C", "C", "C", "C", "C", "N", "H", "H", "H", "H", "H", "H", "H", "H", "H"], "coordinates": [[0.619600, 0.766400, -0.291700], [2.436800, 2.415600, 1.937900], [2.038500, 1.206000, 2.776800], [2.947700, 0.016800, 2.484200], [0.538300, 0.867900, 2.633300], [0.069300, 0.124900, 3.895900], [-0.885600, -0.784200, 3.442300], [-0.829900, -0.826400, 2.043300], [0.082900, 0.009000, 1.536400], [-1.819300, -1.672500, 1.495100], [-2.769200, -2.175600, 2.447500], [-3.967500, -2.723700, 2.100900], [-4.303000, -2.887800, 0.752400], [-3.319800, -2.624200, -0.176400], [-2.080200, -2.056700, 0.131800], [-1.044300, -2.210600, -1.356300], [-1.031300, -0.514300, -2.066500], [0.065700, 0.091100, -2.701400], [-0.132800, 1.232800, -3.478500], [-1.392400, 1.785000, -3.631700], [-2.477700, 1.179200, -3.020500], [-2.299800, 0.039100, -2.260000], [0.680100, -2.574200, -0.874700], [1.102400, -2.879000, 0.417000], [2.385400, -3.345100, 0.636100], [3.252900, -3.549800, -0.424100], [2.827900, -3.295300, -1.718900], [1.547600, -2.832500, -1.941500], [3.469100, 2.695800, 2.144000], [1.792300, 3.261600, 2.166800], [2.332300, 2.186700, 0.875200], [2.173400, 1.484200, 3.835100], [2.760700, -0.370300, 1.486900], [2.787400, -0.794300, 3.192400], [3.992000, 0.322500, 2.542500], [-0.010200, 1.821400, 2.540100], [-0.384700, 0.779400, 4.647200], [0.900900, -0.419700, 4.369400], [-2.532000, -2.068600, 3.493800], [-4.657700, -3.037600, 2.873100], [-5.270400, -3.269600, 0.460800], [-3.504000, -2.882000, -1.214400], [1.018100, -0.426800, -2.767600], [0.709900, 1.685400, -3.981900], [-1.529200, 2.672600, -4.234500], [-3.469900, 1.581200, -3.151800], [-3.153700, -0.450100, -1.812200], [0.430400, -2.743700, 1.251100], [2.713900, -3.552100, 1.647100], [4.249900, -3.930800, -0.248000], [3.493600, -3.465700, -2.556500], [1.195600, -2.674300, -2.955200], [2.339800, 1.532900, -1.526700], [2.861200, 0.426000, -1.284900], [2.319200, -0.402300, -0.534700], [3.834600, 0.160800, -1.770700], [-3.219100, 1.564200, 0.503500], [-2.802500, 2.763900, -0.296200], [-3.711600, 3.676300, -0.777700], [-3.304600, 4.831800, -1.437300], [-1.943500, 5.098100, -1.555900], [-0.995300, 4.201500, -1.128400], [0.474100, 4.493600, -1.187900], [-1.402800, 2.946600, -0.560400], [-0.526600, 2.028300, -0.296400], [-3.254100, 1.817600, 1.567000], [-2.477300, 0.773500, 0.377200], [-4.203800, 1.198100, 0.214400], [-4.770100, 3.494900, -0.620100], [-4.033600, 5.528100, -1.831500], [-1.622400, 6.035800, -1.998300], [0.669700, 5.450200, -1.672000], [0.994100, 3.698700, -1.720600], [0.880900, 4.517000, -0.174900]], "atomic_forces_ev_per_a": [[0.5721, -0.8348, -0.0195], [-0.1671, -0.2537, 0.0886], [0.0124, -0.0128, -0.1569], [-0.1631, 0.0241, 0.0661], [-0.0981, 0.3647, 0.7162], [0.4835, 0.3083, -0.0482], [-0.2388, -0.1510, -0.6370], [-0.1868, 0.1214, 0.1580], [0.2469, -0.7016, 0.4265], [0.0663, 0.0834, 0.2153], [-0.1137, -0.0843, 0.3922], [0.0627, 0.0352, 0.1022], [-0.2673, -0.0441, -0.0626], [-0.1136, 0.0282, -0.0947], [0.2744, -0.3283, -0.5656], [0.0592, 0.2078, 0.3709], [0.4277, -0.1036, -0.4416], [-0.5409, -0.5070, -0.6127], [0.0047, 0.1414, -0.0501], [0.3146, 0.0226, -0.0364], [-0.0886, -0.2905, 0.0944], [0.0149, 0.2369, 0.0146], [-0.2312, -0.5098, -0.1845], [-0.1823, 0.1089, -0.1446], [0.1913, -0.1324, 0.0532], [0.0624, -0.0285, 0.0436], [0.1336, -0.0058, -0.0965], [-0.1789, 0.0578, 0.1019], [0.1036, 0.0363, -0.1033], [-0.0547, 0.1360, -0.0649], [0.1544, 0.2069, -0.0591], [-0.0906, 0.0108, -0.1264], [0.0531, -0.0580, 0.0486], [0.0070, -0.1145, 0.0858], [0.1134, -0.0035, 0.0675], [0.1155, -0.0720, 0.0910], [0.0707, 0.0175, -0.1207], [-0.0821, 0.0644, -0.0769], [-0.1009, 0.0017, -0.0081], [-0.0053, -0.0001, 0.0912], [-0.0166, -0.0864, -0.0855], [0.0044, -0.0663, 0.0061], [-0.1116, 0.1855, 0.2792], [0.1150, 0.0219, 0.0334], [0.0024, 0.0452, 0.0237], [-0.1142, 0.1090, 0.0222], [-0.0800, 0.0425, 0.0662], [-0.0079, -0.0076, 0.0079], [-0.0127, -0.0260, 0.0271], [0.0683, 0.0215, 0.0336], [0.0095, -0.0413, -0.0055], [0.0323, -0.0398, -0.0316], [-0.1882, 0.3785, -0.0083], [1.2203, 0.3185, -0.7487], [0.0590, -0.5995, 0.4624], [-0.3854, 0.0966, 0.2392], [0.2179, 0.0871, -0.0725], [0.4652, -0.2624, 0.0389], [0.0283, 0.3308, -0.0619], [-0.2075, 0.1664, -0.1053], [-0.3221, 0.0347, -0.1165], [0.1771, -0.3358, 0.3260], [-0.2171, -0.1479, -0.1151], [-1.5453, 1.6595, -0.4863], [0.0425, 0.3908, 0.6049], [0.0168, -0.1075, 0.0771], [-0.2232, -0.1016, 0.1002], [-0.0458, -0.0600, -0.0230], [-0.0265, -0.0434, 0.0080], [-0.0309, 0.0372, 0.0468], [0.0579, 0.0039, -0.0295], [0.0157, 0.0315, -0.0208], [0.2072, -0.0044, -0.0578], [0.1552, -0.0091, 0.0480]], "mulliken_charge": [0.285, -1.465, 0.225, -1.130, -0.130, -0.656, -0.461, -0.880, 1.073, 1.792, -2.268, -0.483, -1.092, -0.022, 0.729, -0.797, 1.296, -0.460, -0.647, -0.726, -0.589, -0.602, 0.629, -0.027, -0.552, -0.574, -0.782, -0.331, 0.529, 0.380, 0.138, 0.392, -0.139, 0.363, 0.503, 0.376, 0.267, 0.333, 0.382, 0.394, 0.406, 0.429, 0.627, 0.313, 0.303, 0.343, 0.344, 0.381, 0.421, 0.390, 0.391, 0.533, -0.449, -0.307, 0.101, 0.189, -1.234, 0.625, -0.589, -0.990, -0.692, 0.758, -1.198, 0.358, -0.099, 0.397, -0.208, 0.371, 0.397, 0.367, 0.366, 0.418, 0.126, 0.141]}